# 1
The following is a DFT calculation (wB97M-V/def2-TZVPD) of a 10-piece molecular cluster, H20O10 overall.

```
30
Properties=species:S:1:pos:R:3:nbo_charge:R:1
O -1.99 -1.92 -0.78 -0.96
H -2.04 -2.84 -1.15 0.49
H -2.03 -1.38 -1.58 0.49
O -2.31 1.71 -1.32 -0.92
H -1.75 1.06 -1.71 0.46
H -3.20 1.47 -1.57 0.46
O 2.18 -2.51 2.18 -0.95
H 1.32 -2.29 1.78 0.48
H 2.76 -1.95 1.60 0.46
O 1.40 -1.50 -1.04 -0.97
H 0.79 -1.87 -1.70 0.49
H 2.33 -1.66 -1.28 0.50
O -1.92 0.29 1.91 -0.97
H -2.67 0.12 1.36 0.47
H -1.28 -0.43 1.83 0.49
O 1.65 1.78 -1.98 -0.94
H 2.33 1.18 -2.28 0.45
H 1.04 1.12 -1.51 0.50
O 3.29 1.69 0.19 -0.96
H 3.96 1.79 -0.41 0.44
H 2.53 1.66 -0.49 0.48
O 0.08 0.49 -0.08 -1.00
H -0.80 0.46 0.28 0.49
H 0.53 -0.33 -0.10 0.49
O -0.62 -1.91 1.64 -0.95
H -1.06 -1.93 0.78 0.50
H -1.15 -2.45 2.16 0.48
O -1.34 3.59 0.82 -0.94
H -1.41 2.67 1.06 0.48
H -0.63 3.88 1.38 0.46
```

## Properties
* E_HOMO: -0.3814 Ha
* energy relative to the best compared isomer or geometry (same formula, charge and spin): 81.12 kcal per mole
* orbital gap: 9.5 eV
* SMILES: O.O.O.O.O.O.O.O.O.O


# 2
The following is a DFT calculation (wB97M-V/def2-TZVPD) of a 10-piece molecular cluster, H20O10 overall.

```
30
Properties=species:S:1:pos:R:3:nbo_charge:R:1
O -1.49 -2.77 -3.58 -0.94
H -1.75 -3.68 -3.75 0.47
H -1.94 -2.27 -4.26 0.47
O 1.49 5.59 -2.78 -0.94
H 1.62 4.65 -2.91 0.47
H 0.84 5.64 -2.07 0.47
O -4.82 -0.97 3.17 -0.93
H -4.33 -1.28 2.41 0.47
H -5.64 -1.46 3.15 0.46
O 1.39 0.64 -2.99 -0.94
H 0.70 0.08 -3.34 0.47
H 2.14 0.06 -2.88 0.48
O 1.68 -4.64 2.15 -0.94
H 0.83 -4.46 1.75 0.47
H 1.78 -5.59 2.09 0.47
O 3.47 2.38 2.28 -0.94
H 3.35 2.35 3.23 0.47
H 2.60 2.20 1.93 0.47
O -1.84 5.73 0.58 -0.94
H -2.36 5.04 1.00 0.47
H -1.57 6.30 1.30 0.47
O 4.36 -1.05 -0.12 -0.95
H 4.43 -0.38 0.55 0.48
H 4.03 -1.83 0.34 0.47
O -0.63 0.56 0.76 -0.94
H -0.29 0.72 -0.12 0.47
H -0.87 -0.37 0.75 0.47
O -2.14 -3.58 0.72 -0.94
H -2.19 -3.41 -0.22 0.47
H -2.85 -4.20 0.90 0.47
```

## Properties
* E_HOMO: -0.4065 Ha
* energy relative to the best compared isomer or geometry (same formula, charge and spin): 80.51 kcal per mole
* orbital gap: 10.9 eV
* SMILES: O.O.O.O.O.O.O.O.O.O


# 3
The following is a DFT calculation (wB97M-V/def2-TZVPD) of H20O24S2V3 as an isolated structure.

```
49
Properties=species:S:1:pos:R:3:nbo_charge:R:1
O -3.61 1.13 -0.47 -0.48
V -3.14 2.34 0.44 1.52
O -3.07 3.66 -0.51 -0.43
O 2.99 2.06 0.87 -0.71
V 2.84 0.66 1.66 1.33
O 2.98 0.95 3.23 -0.85
O -1.02 -3.15 -2.96 -0.49
V -0.82 -1.66 -2.22 1.36
O -1.46 -0.45 -3.15 -0.52
S -0.41 0.32 0.45 2.73
O -0.13 -0.33 -0.78 -0.98
O -1.26 -0.56 1.22 -1.12
O 0.81 0.43 1.25 -1.01
O -1.09 1.62 0.35 -1.02
S 2.40 -1.69 -3.89 2.63
O 3.24 -2.26 -2.86 -1.11
O 2.25 -2.60 -5.01 -1.05
O 1.10 -1.44 -3.20 -1.04
O 2.94 -0.39 -4.28 -1.08
O -0.16 -2.56 2.47 -1.00
H -0.59 -1.93 1.89 0.49
H 0.34 -2.03 3.09 0.48
O -0.06 -3.07 -0.55 -0.90
H 0.88 -3.16 -0.37 0.50
H -0.46 -2.98 0.32 0.49
O 0.38 3.80 -0.02 -0.96
H -0.02 2.93 -0.02 0.47
H 1.03 3.76 -0.73 0.48
O -3.38 0.54 2.11 -1.00
H -2.61 0.04 1.84 0.52
H -3.54 0.27 3.01 0.49
O 0.83 1.23 -4.19 -0.98
H 1.73 0.99 -3.95 0.50
H 0.31 0.96 -3.44 0.46
O -0.03 1.67 3.71 -0.96
H -0.44 0.97 3.20 0.46
H 0.65 1.23 4.22 0.50
O 2.84 -1.60 1.92 -0.92
H 3.62 -2.10 2.15 0.49
H 2.29 -2.21 1.42 0.50
O -2.88 -1.62 -1.03 -0.92
H -3.07 -0.69 -0.95 0.51
H -3.58 -2.05 -0.53 0.49
O -2.27 3.40 2.27 -0.92
H -2.60 3.96 2.97 0.50
H -1.86 2.67 2.73 0.52
O 2.59 -0.23 -0.93 -1.00
H 1.66 -0.03 -1.07 0.47
H 2.83 -0.80 -1.66 0.52
```

## Properties
* E_HOMO (alpha / beta): -0.0662 / -0.0662 Ha
* spin multiplicity: 2
* orbital gap (alpha / beta): 3.2 / 3.2 eV
* charge: -2


# 4
The following is a DFT calculation (wB97M-V/def2-TZVPD) of a 10-piece molecular cluster, H21O10 overall.

```
31
Properties=species:S:1:pos:R:3:nbo_charge:R:1
O 1.97 -0.58 2.95 -0.96
H 4.26 -0.30 0.51 0.47
H -2.46 2.17 2.57 0.48
O -1.70 1.62 2.60 -0.95
H 0.49 -0.65 1.54 0.55
H -1.86 0.87 0.84 0.48
O -2.33 1.45 0.23 -0.96
H 2.53 -1.30 3.32 0.48
H -3.20 1.00 0.32 0.47
O -2.23 -2.17 -2.31 -0.96
H -2.86 -1.97 -2.97 0.48
H -2.66 -2.83 -1.80 0.49
O 3.54 0.43 0.51 -0.93
H -1.50 -1.03 1.57 0.46
H 4.02 0.96 -0.16 0.48
O 2.10 -0.41 -1.32 -0.86
H 2.11 -0.71 -0.32 0.60
H 1.28 0.27 -1.20 0.57
O 0.50 -0.16 0.69 -1.01
H 1.67 -0.93 -2.11 0.57
H 0.06 -0.57 -0.09 0.48
O 0.19 -0.53 -2.68 -1.05
H -0.42 -1.30 -2.69 0.53
H 2.24 0.19 3.44 0.49
O -0.35 1.88 -2.78 -0.98
H -1.00 2.15 2.21 0.48
O -1.42 -1.54 2.36 -0.94
H -1.94 -1.17 3.05 0.49
H -0.18 0.34 -2.98 0.53
H -0.05 2.61 -3.35 0.51
H -0.79 2.22 -1.97 0.52
```

## Properties
* E_HOMO: -0.4994 Ha
* energy relative to the best compared isomer or geometry (same formula, charge and spin): 62.21 kcal per mole
* orbital gap: 10.7 eV
* charge: +1


# 5
The following is a DFT calculation (wB97M-V/def2-TZVPD) of a 11-piece molecular cluster, H21O11 overall.

```
32
Properties=species:S:1:pos:R:3:nbo_charge:R:1
O -0.72 0.31 -0.07 -1.25
H 0.13 -0.04 -0.40 0.47
O 0.00 2.22 -1.40 -0.99
H -0.28 1.66 -0.66 0.49
H -0.82 2.34 -2.07 0.43
O 1.43 -1.20 -2.65 -1.01
H 1.66 -0.58 -1.99 0.47
H 0.40 -0.93 -2.72 0.48
O -1.29 -0.88 -2.60 -0.99
H -1.84 -0.51 -3.31 0.48
H -1.20 -0.36 -1.75 0.53
O 2.02 1.46 1.43 -0.92
H 1.74 0.67 1.73 0.45
H 2.83 1.54 1.74 0.45
O 2.81 0.36 -0.75 -0.99
H 2.24 0.87 -0.09 0.49
H 3.35 -0.21 -0.18 0.45
O -3.13 1.40 -0.90 -0.95
H -2.39 1.04 -0.36 0.50
H -2.61 1.96 -1.41 0.44
O 0.88 -0.37 2.01 -0.93
H 0.36 -0.30 2.69 0.47
H 0.29 0.00 1.38 0.50
O 1.08 -2.90 0.98 -0.92
H 1.70 -3.15 1.52 0.44
H 1.20 -2.00 1.05 0.47
O -2.09 -1.66 0.92 -1.03
H -1.65 -2.51 0.70 0.47
H -1.58 -0.88 0.57 0.50
O -1.73 1.19 2.40 -0.97
H -1.58 0.33 2.70 0.45
H -1.21 1.15 1.47 0.50
```

## Properties
* E_HOMO: -0.2480 Ha
* energy relative to the best compared isomer or geometry (same formula, charge and spin): 94.86 kcal per mole
* orbital gap: 9.5 eV
* charge: -1


# 6
The following is a DFT calculation (wB97M-V/def2-TZVPD) of a 11-piece molecular cluster, H21O14S overall.

```
36
Properties=species:S:1:pos:R:3:nbo_charge:R:1
O -0.06 0.66 -0.13 -0.86
H -0.97 0.37 0.07 0.57
H 0.80 0.65 0.41 0.57
H -0.15 1.51 -0.64 0.55
S 3.17 -0.02 1.17 2.64
O 3.88 -0.62 2.26 -1.06
O 3.27 -0.97 0.00 -1.15
O 1.78 0.12 1.46 -1.14
O 3.75 1.25 0.75 -1.08
O -1.27 -2.49 -1.59 -1.04
H -0.40 -1.90 -1.72 0.54
H -0.98 -3.52 -1.37 0.48
O 0.45 -2.28 1.83 -0.98
H 1.01 -2.76 1.39 0.47
H 0.73 -1.32 1.88 0.50
O -1.73 1.69 1.72 -0.95
H -1.39 1.01 2.15 0.48
H -2.67 1.59 1.95 0.46
O 0.04 0.45 3.33 -0.97
H 0.16 -0.08 4.08 0.48
H 0.43 0.20 2.58 0.48
O -1.80 -1.44 0.81 -1.00
H -1.19 -1.97 1.15 0.48
H -1.72 -1.59 -0.14 0.48
O 0.15 3.37 -0.89 -0.98
H 1.11 3.63 -0.72 0.51
H -0.35 3.91 -0.11 0.49
O -0.77 -0.08 -3.70 -0.94
H -1.16 0.44 -2.98 0.48
H -1.18 0.51 -4.56 0.44
O -2.29 1.11 -1.56 -0.95
H -2.60 1.97 -1.86 0.49
H -2.90 0.52 -1.42 0.48
O 1.24 -1.33 -1.83 -1.00
H 2.02 -1.53 -1.20 0.54
H 1.56 -1.05 -2.58 0.46
```

## Properties
* E_HOMO: -0.1458 Ha
* energy relative to the best compared isomer or geometry (same formula, charge and spin): 23.00 kcal per mole
* orbital gap: 5.8 eV
* charge: -1


# 7
The following is a DFT calculation (wB97M-V/def2-TZVPD) of a 10-piece molecular cluster, H22NO9 overall.

```
32
Properties=species:S:1:pos:R:3:nbo_charge:R:1
N -0.50 -0.27 -1.40 -0.84
H -0.90 -0.92 -0.73 0.46
H -1.19 0.44 -1.23 0.46
H -0.57 -0.50 -2.35 0.44
H 0.41 -0.04 -1.12 0.47
O 0.27 0.76 1.75 -0.95
H -0.19 -0.07 2.01 0.49
H -0.09 1.41 2.38 0.48
O 1.95 -1.42 0.96 -0.97
H 1.54 -2.13 1.43 0.48
H 2.88 -1.38 1.15 0.49
O 2.43 1.21 -0.02 -0.98
H 2.70 0.48 -0.58 0.48
H 1.77 0.87 0.59 0.47
O 2.94 -0.48 -2.13 -0.94
H 2.69 -1.37 -1.94 0.47
H 3.80 -0.56 -2.45 0.49
O -2.48 0.24 0.92 -0.97
H -2.26 0.97 1.52 0.49
H -3.39 0.35 0.82 0.49
O 0.64 3.04 -2.20 -0.95
H -0.03 3.13 -1.56 0.47
H 0.79 3.91 -2.46 0.46
O -0.42 -3.09 0.28 -0.96
H 0.22 -3.78 0.51 0.48
H -0.91 -3.05 1.10 0.48
O -0.92 2.99 -0.01 -0.96
H -0.92 3.92 0.13 0.49
H -0.35 2.61 0.66 0.49
O -3.23 -2.65 1.01 -0.94
H -3.80 -2.80 1.75 0.48
H -2.84 -1.81 1.20 0.46
```

## Properties
* E_HOMO: -0.4838 Ha
* energy relative to the best compared isomer or geometry (same formula, charge and spin): 61.31 kcal per mole
* orbital gap: 9.9 eV
* charge: +1


# 8
The following is a DFT calculation (wB97M-V/def2-TZVPD) of H22NeO11 as an isolated structure.

```
34
Properties=species:S:1:pos:R:3:nbo_charge:R:1
Ne -3.25 -23.42 -8.77 0.00
O -3.06 -19.81 -9.48 -0.93
H -2.57 -20.01 -8.68 0.47
H -2.45 -19.31 -10.02 0.47
O -3.09 -25.00 -12.41 -0.96
H -2.33 -25.01 -12.99 0.48
H -2.90 -24.32 -11.77 0.48
O -5.76 -21.43 -6.67 -0.96
H -5.96 -20.50 -6.57 0.47
H -6.25 -21.69 -7.45 0.52
O -4.68 -24.20 -6.03 -0.95
H -4.12 -24.80 -5.52 0.47
H -4.09 -23.49 -6.28 0.49
O -6.97 -23.09 -8.69 -0.98
H -7.91 -23.22 -8.82 0.47
H -6.56 -23.52 -9.43 0.49
O -5.49 -24.08 -10.71 -0.98
H -5.19 -24.62 -11.44 0.51
H -5.50 -23.19 -11.06 0.48
O -3.27 -21.85 -6.11 -0.98
H -4.20 -21.61 -6.14 0.50
H -2.81 -21.06 -6.40 0.46
O -0.56 -26.05 -9.29 -0.94
H -0.59 -25.33 -8.66 0.47
H -0.69 -26.84 -8.75 0.47
O 0.63 -22.56 -9.83 -0.95
H 0.92 -21.91 -9.19 0.45
H -0.03 -22.10 -10.35 0.48
O -1.56 -21.67 -11.34 -0.95
H -1.58 -21.08 -12.09 0.48
H -1.94 -21.17 -10.62 0.48
O -4.61 -25.76 -8.43 -0.98
H -4.57 -25.13 -7.71 0.48
H -4.87 -25.24 -9.19 0.47
```

## Properties
* E_HOMO: -0.3644 Ha
* energy relative to the best compared isomer or geometry (same formula, charge and spin): 31.36 kcal per mole
* orbital gap: 9.5 eV